{"formula": "C24H45F7NO14S4", "method": "ωB97M-V/def2-TZVPD", "elements": ["C", "C", "C", "C", "C", "C", "C", "O", "C", "O", "S", "O", "O", "C", "F", "F", "C", "F", "F", "C", "F", "F", "F", "C", "C", "C", "C", "N", "O", "H", "H", "H", "H", "H", "H", "H", "H", "H", "H", "H", "H", "H", "H", "H", "H", "H", "H", "H", "H", "H", "O", "S", "O", "O", "C", "C", "C", "H", "H", "H", "H", "H", "H", "H", "H", "O", "S", "O", "O", "C", "C", "C", "H", "H", "H", "H", "H", "H", "H", "H", "O", "S", "O", "O", "C", "C", "C", "H", "H", "H", "H", "H", "H", "H", "H"], "coordinates": [[-1.12688, -1.61283, -1.75282], [0.21359, -1.21636, -2.60974], [1.34684, -2.37851, -2.19237], [0.90938, 0.21238, -2.20153], [0.18229, 1.55091, -2.78532], [1.15470, 2.53174, -3.69229], [2.61100, 2.87197, -3.05006], [2.72393, 2.78366, -1.59198], [3.87688, 1.91331, -1.29205], [5.13694, 2.30758, -1.54021], [-0.59794, 2.67699, -1.48928], [-2.13859, 2.92641, -1.73206], [0.01547, 4.13282, -1.50472], [-0.45412, 2.07659, 0.27450], [0.98582, 2.04992, 0.72967], [-0.92777, 0.65293, 0.45373], [-1.26410, 2.96078, 1.39026], [-1.66943, 4.31571, 0.95374], [-0.35578, 3.16334, 2.57985], [-2.61959, 2.23256, 1.99170], [-3.34843, 3.31791, 2.74927], [-2.34366, 1.16750, 2.98408], [-3.58872, 1.81345, 0.91428], [-1.04086, 1.08059, -3.78188], [-0.70961, -0.20774, -4.73926], [-2.20708, -0.88839, -5.06518], [-0.15594, 0.23005, -6.25696], [0.08696, -1.31427, -4.10580], [1.24548, -1.57683, -4.72952], [-1.80139, -2.44166, -2.26344], [-1.80186, -0.64520, -1.57205], [-0.82418, -1.97071, -0.65510], [2.42720, -1.99120, -2.43799], [1.26438, -2.49262, -1.02237], [1.08475, -3.42252, -2.66491], [1.99779, 0.18171, -2.69376], [1.09261, 0.18804, -1.04673], [1.36299, 2.01267, -4.74699], [0.62850, 3.56551, -3.97549], [3.38371, 2.08357, -3.50241], [2.93909, 3.94291, -3.46105], [3.66239, 0.87755, -0.78950], [-2.04068, 0.78652, -3.19865], [-1.26289, 2.00403, -4.50325], [-2.68746, -0.17176, -5.87861], [-2.86118, -1.02284, -4.10439], [-2.03614, -1.92556, -5.63061], [-0.25919, -0.76876, -6.90244], [-0.76060, 1.12430, -6.71775], [0.97931, 0.50620, -6.27059], [4.99492, -4.92189, 0.49074], [5.22964, -3.63189, -0.12657], [4.58005, -3.24199, -1.35935], [6.83650, -3.40819, -0.28325], [7.58554, -4.36537, -1.02177], [7.31933, -4.25534, -2.51096], [4.92613, -2.36428, 1.07659], [7.38187, -5.37885, -0.65663], [8.64687, -4.16409, -0.83480], [6.28168, -4.50498, -2.74978], [7.96208, -4.93684, -3.07456], [7.49410, -3.23199, -2.85964], [5.43473, -2.62014, 2.00721], [3.84702, -2.31689, 1.23933], [5.28284, -1.41033, 0.68348], [0.36909, -3.33930, 3.64721], [1.43335, -2.37709, 3.85167], [2.75461, -2.56446, 3.29230], [1.57361, -2.07902, 5.44794], [1.82707, -3.17185, 6.32209], [3.25010, -3.67876, 6.18531], [0.85203, -0.77564, 3.35774], [1.10184, -3.97649, 6.15318], [1.67492, -2.81245, 7.34658], [3.42918, -4.10041, 5.19223], [3.45889, -4.46107, 6.91989], [3.96584, -2.86143, 6.32336], [-0.13116, -0.59723, 3.79558], [0.78361, -0.77244, 2.26755], [1.57048, -0.02171, 3.68517], [-9.40162, 2.20485, 4.57755], [-9.16690, 3.49485, 3.96024], [-9.81648, 3.88475, 2.72745], [-7.56003, 3.71855, 3.80356], [-6.81100, 2.76137, 3.06504], [-7.07721, 2.87140, 1.57584], [-9.47040, 4.76247, 5.16339], [-7.01467, 1.74789, 3.43017], [-5.74966, 2.96265, 3.25201], [-8.11486, 2.62176, 1.33703], [-6.43445, 2.18991, 1.01225], [-6.90244, 3.89475, 1.22717], [-8.96181, 4.50660, 6.09402], [-10.54951, 4.80985, 5.32614], [-9.11369, 5.71642, 4.77029]], "atomic_forces_ev_per_a": [[-0.741, 0.999, 0.426], [1.435, -1.789, 1.682], [-0.366, 0.682, 0.818], [1.110, -0.433, -0.154], [0.189, -1.304, -1.821], [0.180, 0.698, -0.211], [1.090, -0.137, -2.286], [2.219, -2.565, -0.521], [5.622, 3.104, -1.087], [-8.493, -2.698, 1.523], [-3.988, 8.157, -1.905], [5.133, -2.594, 1.177], [-0.843, -5.924, 0.496], [2.286, -2.657, 3.073], [-4.397, -0.008, -1.659], [1.272, 4.148, -0.616], [0.263, 2.599, 1.931], [1.495, -4.756, 1.212], [-2.972, -0.760, -3.820], [-3.078, 0.685, 1.483], [2.470, -3.824, -2.450], [-1.010, 3.550, -3.935], [3.800, 1.102, 4.007], [-0.741, 0.311, -0.166], [-2.378, 0.318, -1.807], [0.695, 0.277, -1.166], [0.534, -1.177, 0.376], [2.426, 1.740, -0.512], [-2.508, 0.338, 1.270], [1.672, 1.729, 0.972], [1.295, -2.160, -0.502], [-0.537, 0.708, -2.602], [-2.199, -1.160, 0.274], [0.255, 0.189, -2.272], [0.671, 2.269, 0.767], [-2.420, 0.072, 0.982], [-0.502, 0.293, -2.144], [-0.590, 0.781, 2.506], [0.816, -2.451, 0.976], [-1.653, 1.827, 0.810], [-0.688, -2.322, 1.203], [0.092, 2.086, -0.876], [2.430, 1.055, -1.079], [0.258, -2.106, 1.678], [0.564, -1.471, 1.993], [1.217, 0.285, -1.953], [-0.328, 2.223, 1.469], [0.193, 2.444, 1.212], [0.938, -1.918, 1.095], [-2.139, -0.554, 0.170], [0.163, 0.949, -0.955], [0.366, 0.042, 0.370], [0.317, -0.569, 0.764], [-1.130, 0.353, 0.566], [0.496, -0.777, -0.737], [-0.284, 0.028, -0.287], [0.180, 0.082, -0.112], [-0.113, 0.186, 0.048], [-0.338, 0.193, 0.259], [0.158, 0.009, 0.048], [0.039, 0.070, 0.141], [0.048, -0.161, 0.073], [-0.108, -0.005, -0.161], [0.197, -0.205, -0.039], [0.052, -0.172, -0.016], [1.251, 0.568, 0.124], [-0.404, 0.076, 0.567], [-0.980, -0.164, 0.277], [-0.325, 0.506, -1.376], [0.354, -1.026, 0.666], [0.286, -0.104, -0.267], [0.029, 0.101, 0.199], [0.038, 0.185, -0.127], [-0.147, 0.252, -0.382], [-0.049, 0.025, 0.154], [-0.105, 0.128, 0.012], [-0.132, -0.112, 0.060], [0.147, -0.075, -0.026], [0.034, -0.145, 0.139], [-0.083, -0.137, -0.019], [0.148, 0.933, -0.859], [0.352, 0.016, -0.002], [0.392, -0.626, 0.944], [-1.209, 0.399, 0.661], [0.551, -0.805, -0.765], [-0.287, 0.020, -0.283], [0.200, 0.090, 0.040], [-0.125, 0.179, 0.050], [-0.375, 0.197, 0.251], [0.153, 0.012, 0.050], [0.051, 0.081, 0.144], [0.058, -0.166, 0.071], [-0.032, -0.013, -0.176], [0.143, -0.138, -0.135], [-0.030, -0.182, 0.010]], "e_tot_ha": -4340.84434, "s_squared": 0.7547, "multiplicity": 2}

{"formula": "C5H9ClI2O2PRe", "method": "ωB97M-V/def2-TZVPD", "elements": ["I", "I", "Re", "P", "C", "C", "H", "H", "H", "C", "H", "H", "H", "H", "H", "H", "C", "O", "Cl", "O", "C"], "coordinates": [[-3.95988, -1.26795, 1.04187], [-3.94980, 1.21721, 1.06887], [1.17776, -0.02462, 1.63670], [0.37736, 0.00804, -0.54773], [-1.28694, 0.00184, -1.31127], [1.13992, 1.45556, -1.31425], [2.16272, -1.55568, -0.87662], [1.19890, -1.32996, -2.40947], [0.54126, -2.33715, -1.11235], [1.16247, -1.44962, -1.33068], [2.15579, 1.58129, -0.87546], [1.18083, 1.33076, -2.43000], [-1.22139, -0.00451, -2.38326], [-1.91370, 0.87790, -0.98667], [0.50565, 2.34769, -1.10972], [-1.91517, -0.91251, -0.99439], [-0.67137, 0.05280, 1.82717], [-1.81709, -0.03367, 2.10419], [3.49369, 0.02555, 1.68923], [0.65869, -0.00855, 4.71533], [0.98031, 0.02558, 3.59851]], "atomic_forces_ev_per_a": [[-1.523, -1.902, -0.376], [-1.557, 1.907, -0.345], [8.114, 0.156, -1.602], [-2.089, -0.182, -5.099], [-2.107, -0.629, 2.464], [0.506, 1.109, 0.535], [-0.196, -0.326, -0.605], [0.098, 0.470, -0.196], [0.405, 0.254, 0.031], [0.188, -0.773, 1.766], [-0.521, 0.266, -0.650], [0.042, -0.287, 0.925], [0.455, 0.040, -0.566], [0.904, -0.593, -0.440], [0.570, -0.444, -0.001], [1.282, 1.180, -0.557], [-7.093, -0.861, 2.546], [5.706, 0.676, -0.256], [-2.034, -0.136, 0.222], [1.952, 0.248, -5.100], [-3.101, -0.175, 7.304]], "e_tot_ha": -1820.28932, "charge": 3, "s_squared": 3.7859, "multiplicity": 4}

{"formula": "C30H61IrN2O5SSbSi7", "method": "ωB97M-V/def2-TZVPD", "elements": ["Ir", "O", "C", "O", "C", "C", "C", "N", "C", "C", "C", "O", "O", "H", "H", "H", "O", "N", "C", "C", "C", "C", "C", "S", "H", "H", "H", "H", "C", "Si", "C", "C", "Sb", "Si", "C", "C", "C", "Si", "C", "C", "C", "H", "H", "H", "H", "H", "H", "H", "H", "H", "H", "H", "H", "H", "H", "H", "H", "H", "H", "H", "H", "H", "H", "H", "H", "H", "H", "H", "C", "Si", "C", "C", "Si", "Si", "C", "C", "C", "Si", "C", "C", "C", "H", "H", "H", "H", "H", "H", "H", "H", "H", "H", "H", "H", "H", "H", "H", "H", "H", "H", "H", "H", "H", "H", "H", "H", "H", "H", "H"], "coordinates": [[0.25635, -0.51837, 0.06562], [-0.31588, -1.80430, 7.11356], [0.19346, -0.78033, 6.61527], [0.70860, 0.20898, 7.16511], [0.17773, -0.73859, 5.06652], [-0.07267, -1.89373, 4.32947], [-0.06966, -1.84386, 2.94975], [0.13979, -0.70928, 2.27727], [0.36613, 0.41433, 2.97506], [0.40557, 0.43369, 4.36073], [0.51434, 1.66519, 2.14356], [0.65773, 2.75769, 2.68322], [0.44468, 1.47915, 0.87199], [-0.27447, -2.81433, 4.85944], [-0.23380, -2.72735, 2.34557], [0.61345, 1.35671, 4.88242], [-2.58028, -1.88593, 0.45207], [-2.21481, -3.13127, 0.42351], [-3.02645, -4.01483, 1.05430], [-2.75602, -5.35783, 1.09817], [-1.61452, -5.82978, 0.46284], [-0.79881, -4.93234, -0.19192], [-1.07996, -3.56265, -0.24727], [-0.05038, -2.49579, -1.14573], [-3.88555, -3.55070, 1.51367], [-3.43234, -6.01418, 1.62655], [-1.35417, -6.87933, 0.50166], [0.10947, -5.25718, -0.67967], [-0.84730, 3.54384, -3.14028], [-1.87099, 3.61571, -1.55427], [-3.43746, 4.56514, -2.03692], [-0.98522, 4.63353, -0.24815], [-2.06922, 1.17357, -0.80937], [-3.89116, 0.28736, -2.38108], [-2.87999, -0.38693, -3.82658], [-5.19424, 1.43293, -3.14635], [-4.84384, -1.16515, -1.65147], [-3.50206, 1.65845, 1.26728], [-4.91897, 2.84587, 0.82093], [-2.52342, 2.50128, 2.62837], [-4.30342, 0.12192, 1.99587], [-0.48250, 4.53791, -3.41386], [-1.46152, 3.16937, -3.96372], [0.01211, 2.88163, -3.03840], [-3.12511, 5.51230, -2.48817], [-4.07227, 4.79332, -1.18139], [-4.04020, 4.02759, -2.76749], [-0.43873, 5.44642, -0.73408], [-0.27021, 4.04519, 0.33203], [-1.70144, 5.07522, 0.44843], [-2.29577, 0.40792, -4.29666], [-3.51886, -0.84022, -4.59022], [-2.17375, -1.14023, -3.46947], [-4.73698, 2.13023, -3.84952], [-5.75038, 2.01582, -2.41129], [-5.90942, 0.81954, -3.70210], [-4.16146, -1.88452, -1.19908], [-5.40031, -1.66014, -2.45258], [-5.55569, -0.85110, -0.88662], [-4.55856, 3.87664, 0.82585], [-5.71592, 2.76972, 1.56612], [-5.34788, 2.64874, -0.16205], [-1.77365, 3.19517, 2.24871], [-1.99947, 1.78374, 3.26099], [-3.22103, 3.06075, 3.25838], [-4.88162, -0.42224, 1.24881], [-4.97076, 0.42882, 2.80680], [-3.54736, -0.55437, 2.39164], [2.60668, 2.66524, -1.64343], [3.03408, 0.89378, -2.15323], [1.99267, 0.47934, -3.68065], [4.84182, 0.91461, -2.73885], [2.53927, -0.57702, -0.40309], [3.49017, -2.66051, -1.04272], [5.38891, -2.80620, -1.09017], [3.03739, -3.19195, -2.81017], [2.93796, -3.99660, 0.17939], [3.98432, 0.14229, 1.34129], [3.92006, 2.00598, 1.64494], [5.83537, -0.14286, 1.00677], [3.62268, -0.79820, 2.94887], [2.36675, 3.29068, -2.50771], [3.44225, 3.12798, -1.11451], [1.75530, 2.66846, -0.95859], [2.11837, 1.23333, -4.46383], [0.93376, 0.43407, -3.41386], [2.26512, -0.49459, -4.09329], [4.94349, 1.55955, -3.61720], [5.19215, -0.08356, -3.01137], [5.50426, 1.29947, -1.96109], [5.88074, -1.90708, -1.46351], [5.65082, -3.63478, -1.75445], [5.80330, -3.02448, -0.10549], [3.56159, -2.56323, -3.53573], [1.96921, -3.11398, -3.00348], [3.34613, -4.22782, -2.98607], [3.30278, -3.76003, 1.18227], [3.31365, -4.98745, -0.09437], [1.85011, -4.03257, 0.22705], [4.48803, 2.52066, 0.86505], [4.38360, 2.24119, 2.60764], [2.91613, 2.42681, 1.65159], [6.14376, 0.19897, 0.01751], [6.10887, -1.19271, 1.09835], [6.41020, 0.41733, 1.75045], [2.67677, -1.33845, 2.90260], [3.56968, -0.12893, 3.81000], [4.41028, -1.53126, 3.14138]], "atomic_forces_ev_per_a": [[0.158, 0.818, 0.022], [0.002, -0.081, 0.016], [-0.024, 0.003, -0.025], [0.009, 0.071, 0.016], [-0.010, -0.131, 0.001], [-0.028, 0.080, 0.082], [0.023, 0.041, 0.000], [0.014, -0.200, -0.100], [-0.127, -0.137, -0.055], [0.048, -0.007, -0.112], [0.095, 0.077, 0.027], [0.038, -0.108, -0.051], [0.224, -0.234, -0.243], [0.013, -0.008, 0.016], [-0.004, -0.029, -0.034], [-0.011, 0.013, 0.006], [0.572, -0.251, -0.205], [-0.031, 0.298, -0.221], [0.123, -0.108, 0.051], [-0.038, -0.032, -0.020], [0.095, -0.066, -0.004], [-0.083, -0.058, 0.012], [-0.361, 0.138, 0.295], [-0.227, 0.279, 0.368], [0.034, 0.042, 0.015], [-0.003, -0.007, 0.018], [0.003, -0.009, -0.031], [-0.008, -0.011, -0.026], [-0.041, 0.004, 0.072], [0.118, 0.047, -0.218], [0.050, -0.077, 0.079], [0.035, -0.113, -0.003], [-0.366, -0.172, 0.235], [-0.011, -0.285, -0.229], [-0.031, 0.046, 0.058], [0.116, 0.084, 0.091], [0.051, 0.059, -0.020], [-0.298, 0.094, 0.165], [0.101, -0.023, -0.014], [-0.022, -0.010, -0.163], [0.065, 0.084, -0.133], [-0.006, 0.031, -0.016], [-0.007, -0.021, -0.016], [0.039, -0.012, 0.029], [0.011, 0.031, -0.006], [0.001, -0.012, 0.029], [-0.007, -0.038, -0.039], [-0.014, 0.053, -0.009], [-0.001, -0.038, -0.008], [-0.009, -0.015, 0.029], [0.008, 0.023, -0.025], [-0.025, -0.008, -0.011], [0.007, -0.015, 0.038], [0.021, 0.041, -0.031], [-0.005, -0.004, 0.042], [0.000, -0.036, -0.012], [0.038, 0.068, 0.051], [-0.050, 0.023, -0.060], [-0.026, 0.023, 0.019], [0.011, 0.025, -0.015], [-0.002, -0.008, 0.041], [-0.024, -0.037, -0.019], [-0.001, 0.025, 0.025], [-0.017, -0.008, -0.006], [-0.031, -0.015, 0.042], [0.011, -0.055, 0.028], [0.006, 0.037, 0.022], [0.021, -0.051, -0.030], [0.008, -0.036, -0.001], [-0.131, 0.102, -0.079], [0.009, -0.007, 0.057], [-0.050, -0.033, 0.009], [0.244, -0.239, 0.190], [-0.137, -0.070, -0.053], [-0.025, 0.105, 0.071], [-0.061, 0.052, 0.046], [0.031, 0.021, -0.032], [-0.029, 0.009, 0.027], [-0.093, 0.010, -0.008], [-0.056, -0.041, -0.026], [-0.040, 0.033, -0.042], [0.015, 0.012, -0.045], [0.016, 0.002, 0.016], [-0.054, -0.010, -0.007], [0.014, 0.019, -0.014], [-0.026, -0.001, 0.024], [0.004, -0.023, -0.004], [0.006, 0.021, -0.013], [-0.008, -0.023, -0.014], [0.008, 0.007, 0.030], [0.005, 0.027, -0.026], [0.001, -0.040, -0.012], [0.014, 0.007, 0.039], [0.032, 0.022, 0.003], [-0.038, -0.004, -0.014], [0.023, -0.018, 0.026], [0.037, 0.013, 0.020], [0.028, -0.018, -0.024], [0.000, 0.008, 0.017], [0.033, -0.013, -0.014], [0.039, -0.023, 0.014], [-0.047, -0.003, 0.013], [0.000, 0.021, -0.032], [0.018, -0.051, -0.012], [-0.004, 0.030, 0.034], [-0.028, -0.006, -0.001], [0.014, 0.025, 0.015], [0.024, -0.019, -0.007]], "e_tot_ha": -4434.95370, "charge": -2, "e_above_lowest_kj_mol": 21.63, "s_squared": 0.7544, "multiplicity": 2}